1.
Below is a structure of composition C11H13N2O in a non-equilibrium geometry, with properties calculated with ωB97M-V with the def2-TZVPD basis set.

**Energy**: -16634.4543 eV
**HOMO (spin up / spin down)**: -12.2859 / -12.2854 eV
**ΔE to the lowest compared entry with this formula, charge and spin**: 88.2 kcal/mol

ORCA input file:
```
! RIJCOSX wB97M-V def2-TZVPD def2/J DEFGRID3
* xyz 1 1
C -3.358 1.938 -0.902
C -4.347 0.968 -0.635
C -1.984 1.752 -0.715
C -3.985 -0.155 0.064
C -1.594 0.493 -0.193
C -2.629 -0.356 0.278
C 0.600 -0.616 -0.567
C -0.714 -1.236 0.826
C 3.546 0.719 0.865
C 2.736 -1.373 -1.053
C 2.463 -0.387 1.209
N -0.378 -0.097 0.179
N 1.800 -0.784 -0.067
O -2.016 -1.500 0.810
H -3.640 2.776 -1.477
H -5.398 1.068 -0.880
H -1.268 2.522 -0.992
H -4.750 -0.940 0.278
H 0.012 -1.948 1.279
H 3.991 1.076 1.737
H 4.170 0.214 0.038
H 2.909 1.485 0.406
H 3.606 -0.687 -1.267
H 3.214 -2.246 -0.749
H 2.294 -1.558 -2.088
H 2.936 -1.264 1.713
H 1.785 0.136 1.904
*
```

---

2.
Below is the molecule C11H13N3O3S in a non-equilibrium geometry, with properties calculated with ωB97M-V with the def2-TZVPD basis set.

**Energy**: -33064.9387 eV
**HOMO**: -8.1999 eV
**ΔE to the lowest compared entry with this formula, charge and spin**: 0.0 kcal/mol
**SMILES**: CCNC(=O)CCSc1nnc(-c2ccco2)o1

ORCA input file:
```
! RIJCOSX wB97M-V def2-TZVPD def2/J DEFGRID3
* xyz 0 1
C 4.968 2.922 0.065
H 4.704 3.157 1.094
C 3.874 2.091 -0.594
N 3.676 0.838 0.100
C 3.834 -0.363 -0.492
O 4.161 -0.502 -1.650
C 3.539 -1.551 0.424
C 2.054 -1.887 0.412
H 1.862 -2.827 0.929
H 1.662 -1.943 -0.602
S 1.075 -0.597 1.280
C -0.403 -0.765 0.422
N -0.679 -1.605 -0.530
N -1.947 -1.364 -0.897
C -2.391 -0.393 -0.155
C -3.695 0.186 -0.204
C -4.758 -0.124 -1.020
C -5.795 0.753 -0.646
C -5.291 1.525 0.361
O -4.026 1.191 0.635
H -5.724 2.317 0.940
H -6.778 0.805 -1.065
H -4.767 -0.880 -1.776
O -1.442 0.041 0.721
H 4.083 -2.411 0.031
H 3.876 -1.349 1.442
H 3.381 0.887 1.063
H 2.933 2.652 -0.607
H 4.149 1.836 -1.619
H 5.908 2.377 0.062
H 5.105 3.853 -0.478
*
```

---

3.
Below is the molecule C11H13N3OS in a non-equilibrium geometry, with properties calculated with ωB97M-V with the def2-TZVPD basis set.

**Energy**: -28970.9322 eV
**HOMO**: -8.0158 eV
**ΔE to the lowest compared entry with this formula, charge and spin**: 7.6 kcal/mol
**SMILES**: CCC(=O)N/N=c1\sc2ccccc2n1C

ORCA input file:
```
! RIJCOSX wB97M-V def2-TZVPD def2/J DEFGRID3
* xyz 0 1
C -3.926 -1.161 -1.603
H -3.550 -1.638 -2.505
H -4.575 -1.854 -1.075
C -2.772 -0.751 -0.696
C -3.292 -0.229 0.629
O -4.348 -0.565 1.124
N -2.511 0.673 1.280
N -1.348 1.289 0.852
C -0.265 0.628 0.741
N 0.881 1.206 0.293
C 1.977 0.373 0.248
C 3.264 0.707 -0.150
C 4.241 -0.274 -0.131
C 3.951 -1.568 0.276
C 2.671 -1.912 0.677
C 1.696 -0.935 0.660
S 0.011 -1.101 1.114
H 2.432 -2.913 0.998
H 4.729 -2.316 0.283
H 5.245 -0.024 -0.439
H 3.499 1.710 -0.467
C 0.931 2.594 -0.089
H -0.071 3.003 0.011
H 1.264 2.687 -1.125
H 1.615 3.142 0.561
H -2.935 1.128 2.079
H -2.142 -1.621 -0.490
H -2.155 0.014 -1.173
H -4.515 -0.291 -1.883
*
```

---

4.
Below is the molecule C11H13NO2 in a non-equilibrium geometry, with properties calculated with ωB97M-V with the def2-TZVPD basis set.

**Energy**: -17199.0575 eV
**HOMO (spin up / spin down)**: -7.2621 / -6.9387 eV
**ΔE to the lowest compared entry with this formula, charge and spin**: 110.3 kcal/mol

ORCA input file:
```
! RIJCOSX wB97M-V def2-TZVPD def2/J DEFGRID3
* xyz 0 1
C -2.002 0.483 -3.088
C -1.310 -0.627 -2.559
C -1.700 1.652 -2.362
C -0.620 -0.651 -1.411
C -0.776 1.721 -1.360
C -0.229 0.595 -0.758
C 2.282 -1.075 -0.187
C 0.702 0.625 0.359
C 0.672 -0.479 1.428
C -0.719 -1.091 1.832
C 1.244 0.112 2.739
N 1.499 -1.489 0.803
O 3.221 -1.371 -0.880
O 1.248 1.765 0.861
H -2.443 0.659 -4.033
H -1.445 -1.633 -3.081
H -2.092 2.519 -2.842
H -0.207 -1.583 -0.890
H -0.734 2.732 -0.964
H -1.114 -1.472 0.983
H -1.454 -0.353 2.194
H -0.598 -1.921 2.553
H 1.006 1.144 2.698
H 2.317 0.142 2.788
H 0.958 -0.453 3.594
H 1.403 -2.395 1.239
H 0.890 2.441 0.344
*
```

---

5.
Below is the molecule C11H13NO2S in a non-equilibrium geometry, with properties calculated with ωB97M-V with the def2-TZVPD basis set.

**Energy**: -28035.7274 eV
**HOMO**: -7.5809 eV
**ΔE to the lowest compared entry with this formula, charge and spin**: 39.1 kcal/mol
**SMILES**: C/C=C(/N)Sc1ccccc1C=C(O)O

ORCA input file:
```
! RIJCOSX wB97M-V def2-TZVPD def2/J DEFGRID3
* xyz 0 1
C 0.927 2.837 0.039
C -0.398 2.754 -0.483
C 1.821 1.813 -0.004
C -0.801 1.623 -1.110
C 1.374 0.648 -0.663
C 0.053 0.551 -1.147
C 3.340 -0.861 -0.213
C 2.264 -0.453 -0.919
C -1.109 -1.613 -0.239
C -3.075 -0.287 0.172
C -2.037 -1.182 0.603
N -0.226 -2.665 0.062
O 4.225 -1.797 -0.685
O 3.793 -0.413 1.023
S -0.688 -0.955 -1.874
H 1.279 3.623 0.667
H -1.098 3.505 -0.643
H 2.778 1.962 0.442
H -1.619 1.735 -1.742
H 2.105 -0.968 -1.827
H -3.100 -0.218 -0.944
H -3.178 0.664 0.688
H -3.943 -0.876 0.635
H -2.111 -1.780 1.438
H 3.137 0.057 1.608
H 0.692 -2.580 -0.483
H -0.185 -3.079 1.005
H 4.768 -1.933 0.087
*
```

---

6.
Below is a structure of composition C11H14BCaN7 in a non-equilibrium geometry, with properties calculated with ωB97M-V with the def2-TZVPD basis set.

**Energy**: -41177.4300 eV
**HOMO**: -5.1064 eV
**ΔE to the lowest compared entry with this formula, charge and spin**: 82.7 kcal/mol

ORCA input file:
```
! RIJCOSX wB97M-V def2-TZVPD def2/J DEFGRID3
* xyz 0 1
H -2.279 -3.012 -0.972
N -0.595 -1.729 -0.910
B 1.768 -0.816 -0.728
N 0.768 -1.951 -0.961
C 1.016 -3.241 -1.282
Ca -2.219 -0.393 -1.548
H 2.027 -3.584 -1.341
C -0.217 -3.905 -1.312
H -0.385 -4.957 -1.504
C -1.198 -2.936 -1.098
H 2.896 -1.129 -0.977
C -3.168 2.673 2.230
H -4.112 3.207 2.284
H -2.488 3.107 1.470
H -2.621 2.412 3.160
N 1.709 -0.337 0.779
N 1.275 0.391 -1.585
N 0.519 0.164 1.253
N -0.032 0.878 -1.656
C 2.635 -0.314 1.768
C 2.083 1.137 -2.361
H 3.638 -0.667 1.580
H 3.125 0.870 -2.440
C 2.017 0.189 2.920
C 1.346 2.198 -2.865
C 0.683 0.517 2.527
C 0.047 2.042 -2.346
H 2.433 0.375 3.899
H 1.709 2.985 -3.499
H -0.166 0.900 3.102
H -0.804 2.717 -2.406
H -4.068 1.149 2.651
N -3.556 0.227 0.591
C -3.785 0.832 1.575
*
```

---

7.
Below is a structure of composition C11H14BMnN7Se in a non-equilibrium geometry, with properties calculated with ωB97M-V with the def2-TZVPD basis set.

**Energy**: -119387.1605 eV
**HOMO (spin up / spin down)**: -13.3264 / -13.4412 eV

ORCA input file:
```
! RIJCOSX wB97M-V def2-TZVPD def2/J DEFGRID3
* xyz 2 6
C -1.312 1.779 2.212
N -0.819 1.234 1.064
N -0.915 -0.150 1.202
C -1.602 -0.427 2.341
C -1.883 0.763 2.998
B -0.545 -1.257 0.159
N -0.726 -0.645 -1.258
N -0.725 0.709 -1.612
C -1.242 0.794 -2.874
C -1.595 -0.487 -3.313
C -1.271 -1.355 -2.280
Mn -0.378 2.413 -0.691
N 0.741 -2.173 0.493
N 2.079 -1.777 0.527
C 2.817 -2.847 0.856
C 1.976 -3.974 1.047
C 0.680 -3.500 0.811
H 3.902 -2.824 0.956
H -0.277 -3.998 0.854
H 2.269 -4.977 1.300
H -1.460 -2.076 0.230
H -1.416 -2.417 -2.158
H -1.849 -1.454 2.579
H -2.024 -0.758 -4.261
H -2.423 0.887 3.918
H -1.325 1.742 -3.390
H -1.200 2.827 2.457
H 1.411 1.697 -1.155
C 1.330 2.573 -1.839
H 1.374 2.180 -2.852
H 0.405 3.242 -1.757
H 2.168 3.224 -1.604
Se 2.073 3.700 3.025
C 1.205 3.709 1.510
N 0.559 3.624 0.504
*
```

---

8.
Below is a structure of composition C11H14BrN in a non-equilibrium geometry, with properties calculated with ωB97M-V with the def2-TZVPD basis set.

**Energy**: -83161.8735 eV
**HOMO**: -8.2101 eV
**ΔE to the lowest compared entry with this formula, charge and spin**: 73.8 kcal/mol

ORCA input file:
```
! RIJCOSX wB97M-V def2-TZVPD def2/J DEFGRID3
* xyz 0 1
C 1.620 -2.617 0.183
C 2.394 -2.133 -0.914
C 1.114 -1.816 1.090
C 2.873 -0.865 -0.863
C 1.333 -0.274 1.080
C 2.666 -0.021 0.375
C 0.557 0.387 2.198
C -0.218 0.112 0.852
C -0.686 0.307 -1.587
C -1.714 1.912 0.155
C -0.494 1.096 -0.254
N 3.700 0.689 0.859
Br 5.135 0.637 -0.112
H 1.483 -3.674 0.293
H 2.705 -2.858 -1.787
H 0.623 -2.281 1.911
H 3.539 -0.580 -1.657
H 0.156 -0.184 3.073
H 0.881 1.432 2.235
H -1.057 -0.574 0.718
H 0.322 0.324 -2.061
H -1.257 0.907 -2.271
H -1.055 -0.721 -1.435
H -1.379 2.377 1.073
H -2.596 1.123 0.370
H -2.084 2.591 -0.541
H 0.326 1.821 -0.446
*
```